Record 1
Below is an isolated molecule of C2HF3INO2, with properties calculated with ωB97M-V with the def2-TZVPD basis set.

CARTESIAN COORDINATES (ANGSTROEM)
C 0.893 0.961 -0.390
C 0.083 -0.675 -0.073
N -1.079 -0.745 0.806
O -2.074 -0.248 0.285
O -1.045 -1.335 1.837
F 1.437 1.351 0.758
F 1.050 -1.478 0.415
F -0.178 -1.138 -1.284
I -0.644 2.219 -1.124
H 1.557 1.089 -1.229

Summary:
Spin multiplicity   1
Net charge   0
Energy above the lowest of the compared OMol25 structures with the same formula, charge and spin   0.0 kJ/mol
Orbital gap   9.02 eV
SMILES   O=[N+]([O-])C(F)(F)[C@H](F)I

Record 2
Below is a structure of composition C43H47BBiF2N8S2Se, with properties calculated with ωB97M-V with the def2-TZVPD basis set.

CARTESIAN COORDINATES (ANGSTROEM)
Bi -0.073 1.395 1.027
C -1.803 4.462 1.556
C -0.446 5.166 1.486
N 0.671 4.261 1.202
C 1.848 4.373 2.071
C 2.068 3.175 3.017
N 0.815 2.594 3.516
C -0.116 3.496 4.197
C -1.573 3.291 3.761
N -1.777 3.201 2.308
H -2.138 4.224 0.548
H -2.527 5.170 1.979
H -0.262 5.658 2.439
H -0.523 5.966 0.746
H 0.937 4.277 0.228
H 1.771 5.284 2.666
H 2.749 4.484 1.468
H 2.723 3.515 3.828
H 2.598 2.382 2.482
H 1.033 1.792 4.094
H 0.186 4.525 4.016
H -0.088 3.364 5.282
H -2.174 4.097 4.203
H -1.929 2.352 4.189
H -2.653 2.722 2.134
S 1.634 -0.855 0.941
C 2.449 -0.883 -0.537
N 3.419 -1.769 -0.724
C 4.363 -1.695 -1.852
C 3.738 -1.052 -3.057
N 3.127 0.205 -2.655
C 2.808 1.065 -3.810
C 1.665 0.542 -4.647
C 0.353 0.869 -4.302
C -0.722 0.304 -4.986
C -0.493 -0.578 -6.028
C 0.814 -0.890 -6.393
C 1.882 -0.339 -5.703
C 2.016 0.005 -1.706
S 1.506 1.669 -1.102
C 3.777 -2.740 0.323
C 2.714 -3.792 0.559
C 2.430 -4.222 1.848
C 1.479 -5.209 2.065
C 0.795 -5.766 0.993
C 1.077 -5.340 -0.298
C 2.036 -4.360 -0.514
H 4.685 -2.705 -2.097
H 5.234 -1.122 -1.527
H 3.039 -1.749 -3.527
H 4.524 -0.838 -3.783
H 3.724 1.134 -4.399
H 2.569 2.057 -3.436
H 0.173 1.613 -3.530
H -1.734 0.561 -4.698
H -1.325 -1.013 -6.567
H 0.996 -1.567 -7.219
H 2.898 -0.594 -5.992
H 3.999 -2.209 1.250
H 4.691 -3.226 -0.015
H 2.949 -3.774 2.690
H 1.268 -5.536 3.076
H 0.046 -6.531 1.159
H 0.552 -5.771 -1.142
H 2.249 -4.030 -1.528
Se -3.180 0.504 -0.402
N -1.882 1.753 -0.497
C -2.110 2.527 -1.561
C -1.304 3.610 -2.009
C -1.664 4.269 -3.144
C -2.827 3.916 -3.891
C -3.621 2.886 -3.498
C -3.284 2.168 -2.315
N -3.989 1.160 -1.811
H -0.403 3.878 -1.473
H -1.042 5.082 -3.500
H -3.074 4.482 -4.780
H -4.508 2.594 -4.047
N -1.484 -0.355 1.072
C -1.765 -1.373 1.778
C -2.673 -2.400 1.162
C -2.374 -2.868 -0.115
C -3.229 -3.756 -0.751
C -4.401 -4.161 -0.125
C -4.706 -3.693 1.147
C -3.839 -2.825 1.796
C -1.231 -1.645 3.152
C -1.202 -2.941 3.664
C -0.713 -3.187 4.940
C -0.253 -2.142 5.727
C -0.279 -0.845 5.230
C -0.763 -0.604 3.956
H -1.462 -2.533 -0.596
H -2.985 -4.125 -1.740
H -5.080 -4.838 -0.629
H -5.624 -4.000 1.634
H -4.073 -2.469 2.793
H -1.547 -3.765 3.051
H -0.695 -4.199 5.324
H 0.115 -2.332 6.727
H 0.062 -0.022 5.849
H -0.816 0.412 3.584
F 0.932 -1.927 -3.008
B 0.750 -0.796 -2.316
F -0.499 -0.535 -1.952

Summary:
Spin multiplicity   1
Net charge   +1
Energy above the lowest of the compared OMol25 structures with the same formula, charge and spin   84.0 kJ/mol
Orbital gap   6.81 eV

Record 3
Below is a structure of composition C6H15NO, with properties calculated with ωB97M-V with the def2-TZVPD basis set.

CARTESIAN COORDINATES (ANGSTROEM)
C -0.060 0.161 -0.274
C -0.045 -0.784 0.799
C 1.829 -0.388 -0.830
C -0.870 -0.161 -1.511
C 0.079 1.643 -0.006
C -1.999 -0.298 1.274
N 0.727 -0.637 1.944
O 2.120 0.249 -2.053
H 2.321 -0.430 -2.711
H -0.141 -1.823 0.496
H 0.336 -0.930 2.828
H 1.193 0.245 2.104
H 1.965 -1.471 -0.884
H 2.459 0.052 -0.059
H -0.372 0.246 -2.395
H -0.997 -1.238 -1.641
H -1.861 0.297 -1.464
H 0.636 1.868 0.905
H 0.609 2.115 -0.839
H -0.903 2.112 0.080
H -1.969 -0.135 2.353
H -2.505 -1.234 1.035
H -2.551 0.539 0.847

Summary:
Spin multiplicity   1
Net charge   0
Energy above the lowest of the compared OMol25 structures with the same formula, charge and spin   441.9 kJ/mol
Orbital gap   7.91 eV

Record 4
Below is an isolated molecule of C6H12N2O5, with properties calculated with ωB97M-V with the def2-TZVPD basis set.

CARTESIAN COORDINATES (ANGSTROEM)
C -0.238 -0.379 -1.980
C -0.317 -0.557 -0.559
C -1.177 0.722 -2.398
C 0.309 0.355 1.667
C 0.685 1.745 2.223
C 1.348 -0.732 2.086
H -0.823 -2.279 -1.926
H 0.211 -2.046 -3.014
H 0.735 -0.041 -2.274
H -1.158 0.941 -3.462
H -0.799 1.625 -1.898
H -2.824 -0.315 -2.675
H 0.692 1.118 -0.266
H -0.615 0.088 2.139
H 1.706 -0.520 3.149
H 2.220 -0.589 1.421
H 0.031 -1.933 1.434
H 1.503 2.535 3.735
N -0.552 -1.610 -2.584
N 0.168 0.395 0.240
O -1.063 -1.373 -0.023
O -2.525 0.480 -2.145
O 0.349 2.771 1.686
O 0.896 -2.031 1.967
O 1.239 1.629 3.457

Summary:
Spin multiplicity   1
Net charge   0
Energy above the lowest of the compared OMol25 structures with the same formula, charge and spin   85.9 kJ/mol
Orbital gap   10.04 eV
SMILES   N[C@@H](CO)C(=O)N[C@@H](CO)C(=O)O

Record 5
Below is a cluster of 4 separate species, C18H38BNO4 in total, with properties calculated with ωB97M-V with the def2-TZVPD basis set.

CARTESIAN COORDINATES (ANGSTROEM)
C 2.095 0.558 1.222
C 2.985 1.421 0.317
C 3.767 2.536 1.027
C 2.989 3.331 2.064
O 2.380 4.489 1.454
B 1.106 4.771 1.868
C -0.020 3.723 1.561
C -0.115 3.120 0.307
C -1.081 2.157 0.080
N -1.985 1.729 0.963
C -1.879 2.330 2.154
C -0.954 3.299 2.503
H 1.057 0.881 1.202
H 2.433 0.559 2.258
H 2.103 -0.476 0.882
H 3.720 0.757 -0.141
H 2.403 1.817 -0.513
H 4.674 2.129 1.471
H 4.075 3.265 0.277
H 2.247 2.721 2.580
H 3.675 3.703 2.826
H 0.861 5.793 2.444
H 0.558 3.390 -0.494
H -1.108 1.689 -0.897
H -2.598 2.022 2.905
H -0.960 3.699 3.506
C -1.056 -2.146 3.306
C -2.502 -2.615 3.310
C -2.965 -3.001 1.915
O -3.351 -1.597 3.846
H -0.950 -1.255 2.680
H -0.741 -1.871 4.314
H -0.385 -2.918 2.928
H -2.607 -3.470 3.979
H -2.908 -2.138 1.245
H -4.005 -3.331 1.936
H -2.348 -3.795 1.497
H -3.279 -0.832 3.266
C -1.429 0.059 -5.060
C -1.501 1.418 -4.382
C -1.974 2.500 -5.339
O -0.225 1.765 -3.836
H -0.716 0.086 -5.888
H -1.090 -0.702 -4.356
H -2.401 -0.241 -5.454
H -2.180 1.364 -3.529
H -1.277 2.597 -6.176
H -2.020 3.464 -4.833
H -2.962 2.270 -5.741
H 0.397 1.820 -4.569
C 2.204 -4.137 -0.277
C 0.753 -4.591 -0.285
C 0.302 -4.998 -1.679
O -0.092 -3.564 0.232
H 2.331 -3.262 -0.922
H 2.510 -3.852 0.730
H 2.869 -4.924 -0.634
H 0.632 -5.434 0.397
H 0.375 -4.148 -2.364
H -0.739 -5.323 -1.665
H 0.915 -5.809 -2.074
H -0.014 -2.797 -0.345

Summary:
Spin multiplicity   1
Net charge   0
Orbital gap   9.89 eV
SMILES   CCCCOBc1ccncc1.CC(C)O.CC(C)O.CC(C)O

Record 6
Below is a structure of composition C28H23F6N5O3SbTb, with properties calculated with ωB97M-V with the def2-TZVPD basis set.

CARTESIAN COORDINATES (ANGSTROEM)
Tb -0.279 0.865 0.181
C -4.263 -0.348 1.086
O -4.460 -1.767 1.001
C -3.407 -2.600 1.246
C -3.697 -3.771 1.874
C -2.703 -4.727 2.223
C -1.413 -4.483 1.900
C -1.074 -3.327 1.132
C 0.277 -3.114 0.851
N 0.804 -2.429 -0.146
N 2.199 -2.165 -0.121
C 2.469 -0.937 -0.491
O 1.655 -0.021 -0.819
C 3.929 -0.604 -0.455
C 4.920 -1.573 -0.572
C 6.257 -1.210 -0.496
C 6.610 0.120 -0.297
C 5.621 1.088 -0.181
C 4.284 0.726 -0.265
C -2.058 -2.335 0.771
O -1.746 -1.311 0.116
H -5.265 0.075 1.145
H -3.735 0.050 0.230
H -3.707 -0.080 1.984
H -4.732 -3.939 2.147
H -2.983 -5.622 2.762
H -0.628 -5.177 2.176
H 1.044 -3.523 1.501
H 4.629 -2.604 -0.719
H 7.027 -1.965 -0.591
H 7.654 0.399 -0.223
H 5.891 2.124 -0.018
H 3.495 1.460 -0.160
C 1.209 3.759 -1.516
N 0.262 2.657 -1.667
C -0.419 2.617 -2.745
C -1.422 1.600 -2.927
C -2.286 1.405 -4.070
C -3.038 0.324 -3.763
C -2.601 -0.107 -2.428
N -1.653 0.665 -1.959
C 0.528 5.051 -1.125
C 0.979 6.251 -1.667
C 0.390 7.454 -1.303
C -0.659 7.463 -0.395
C -1.112 6.267 0.147
C -0.526 5.064 -0.218
H 1.747 3.907 -2.458
H 1.917 3.470 -0.740
H -0.271 3.341 -3.551
H -2.302 2.006 -4.964
H -3.806 -0.146 -4.357
H -2.960 -0.949 -1.853
H 1.801 6.244 -2.375
H 0.751 8.382 -1.729
H -1.116 8.401 -0.103
H -1.914 6.257 0.874
H -0.876 4.150 0.244
F -2.051 1.690 0.877
Sb -0.793 2.037 3.130
F -2.484 2.076 4.015
F -1.185 3.750 2.387
F 0.043 3.005 4.552
F 0.963 2.275 1.132
F 0.204 -0.462 1.732
N -0.262 -2.149 -2.378
C 0.119 -2.163 -1.291

Summary:
Spin multiplicity   8
Net charge   -1
Energy above the lowest of the compared OMol25 structures with the same formula, charge and spin   421.7 kJ/mol
Orbital gap (spin up / spin down)   5.52 / 5.34 eV

no.,energy (eV)
1,-23923.578
2,-156240.678
3,-9999.177
4,-19633.888
5,-29638.935
6,-88282.458